2 unconnected molecules or ions with the total composition C36H48N5O at a distorted geometry, computed with ωB97M-V/def2-TZVPD.

Values from the calculation:
Total energy in eV: -47601.17321
Gap between HOMO and LUMO in hartree: 0.2345
Net charge: +1
LUMO energy in eV: -4.19
Multiplicity: 1

Each line ends with the Mulliken charge.
Positions of all 90 atoms, in Å:
C  -5.030  0.869  2.349  -1.129
N  -3.904  1.373  1.593  0.804
C  -3.316  2.546  2.017  -0.090
O  -3.880  3.428  2.652  -0.673
C  -1.866  2.528  1.579  0.112
C  -0.914  2.419  2.775  -1.252
C  -1.376  1.345  3.737  0.423
C  -2.249  1.686  4.774  -0.404
C  -2.793  0.700  5.596  -0.770
C  -2.466  -0.644  5.376  -0.511
C  -1.536  -0.982  4.388  -0.796
C  -0.944  0.020  3.611  0.325
N  -1.820  1.344  0.720  0.729
C  -0.650  0.918  0.178  -1.093
C  -0.252  -0.418  0.154  -0.812
C  0.534  -0.959  -0.868  2.377
C  0.659  -2.387  -1.078  0.923
C  1.412  -2.872  -2.171  0.343
C  1.328  -4.196  -2.579  -1.025
C  0.491  -5.086  -1.893  -0.560
C  -0.211  -4.647  -0.763  -0.830
C  -0.099  -3.327  -0.326  -0.611
C  -3.067  0.553  0.723  -1.131
C  -3.710  0.308  -0.702  2.184
C  -3.733  1.638  -1.460  -1.777
C  -5.132  -0.221  -0.558  -2.230
C  -2.917  -0.738  -1.469  -1.542
H  -4.723  0.529  3.354  0.222
H  -5.767  1.678  2.449  0.284
H  -5.472  0.028  1.815  0.473
H  -1.667  3.423  0.971  0.627
H  0.110  2.233  2.427  0.253
H  -0.932  3.395  3.279  0.664
H  -2.516  2.737  4.919  0.383
H  -3.479  0.987  6.395  0.383
H  -2.932  -1.423  5.985  0.387
H  -1.262  -2.027  4.218  0.446
H  -0.136  -0.223  2.913  0.328
H  0.015  1.701  -0.202  0.860
H  -0.604  -1.071  0.962  0.132
H  0.698  -0.308  -1.728  -1.648
H  2.039  -2.167  -2.713  0.286
H  1.910  -4.524  -3.441  0.459
H  0.385  -6.113  -2.241  0.417
H  -0.855  -5.336  -0.216  0.431
H  -0.636  -3.001  0.568  0.429
H  -2.895  -0.428  1.211  0.739
H  -2.721  2.029  -1.617  0.246
H  -4.186  1.479  -2.448  0.466
H  -4.330  2.385  -0.923  0.341
H  -5.146  -1.178  -0.020  0.387
H  -5.787  0.500  -0.060  0.537
H  -5.553  -0.396  -1.559  0.457
H  -2.801  -1.655  -0.874  0.371
H  -3.454  -1.002  -2.392  0.595
H  -1.927  -0.375  -1.758  -0.087
C  4.857  -0.072  1.695  -0.991
N  3.714  0.011  0.798  0.290
C  2.722  1.022  1.114  -1.098
C  3.737  -0.492  -0.465  0.065
N  2.738  -0.177  -1.277  0.435
C  3.051  0.137  -2.658  -0.757
C  2.220  1.279  -3.193  -0.494
C  2.790  2.553  -3.262  -0.459
C  2.029  3.623  -3.739  -0.594
C  0.695  3.423  -4.120  -0.658
C  0.123  2.147  -4.025  -0.561
C  0.907  1.064  -3.616  -0.089
N  4.795  -1.351  -0.737  0.162
C  4.887  -2.566  0.073  -1.291
C  5.422  -1.445  -2.050  -0.957
H  5.803  -0.093  1.140  0.382
H  4.844  0.813  2.334  0.366
H  4.796  -0.954  2.342  0.291
H  2.428  1.543  0.197  0.030
H  1.835  0.558  1.562  0.403
H  3.158  1.729  1.826  0.599
H  4.105  0.429  -2.796  0.753
H  2.866  -0.741  -3.299  0.082
H  3.832  2.679  -2.952  0.366
H  2.483  4.613  -3.808  0.404
H  0.102  4.258  -4.494  0.401
H  -0.923  1.970  -4.284  0.470
H  0.495  0.050  -3.628  0.424
H  4.037  -2.638  0.761  0.404
H  4.869  -3.451  -0.581  0.413
H  5.821  -2.577  0.654  0.335
H  5.760  -0.452  -2.375  0.338
H  6.318  -2.071  -1.964  0.414
H  4.752  -1.894  -2.803  0.274

Forces on atoms 1 to 3 (eV/Å):
C -0.47 -0.22 0.22
N 0.75 0.66 0.11
C -1.20 0.29 0.16